Entry 1:
Entry from the Open Molecules 2025 dataset: a molecular structure, C8H12BNO3 at a distorted geometry (ωB97M-V/def2-TZVPD).

CARTESIAN COORDINATES (ANGSTROEM)
B  1.0501  -1.6789  -0.3712
C  2.0516  1.9626  0.1538
C  1.4579  1.6800  -1.1141
C  1.7152  1.4306  1.3408
C  0.5139  0.7572  -1.2857
C  -2.1784  0.4024  -0.2099
C  0.6884  0.3083  1.4539
C  0.1645  -0.3216  -0.2903
C  -3.4892  -0.2915  0.0333
N  -1.3011  -0.6128  -0.1510
O  -1.9972  1.5512  -0.4523
O  2.1577  -1.7125  -1.0961
O  0.6442  -2.7283  0.4077
H  2.9060  2.6285  0.1280
H  1.6282  2.4895  -1.9297
H  2.0879  1.7486  2.3009
H  0.0363  0.8918  -2.2082
H  1.1074  -0.6568  1.7809
H  -0.1399  0.6980  2.0851
H  -3.6691  -0.6925  1.0535
H  -4.3538  0.4269  -0.1431
H  -3.6325  -1.2153  -0.5613
H  -1.7010  -1.5269  -0.2596
H  2.9892  -2.1341  -1.0455
H  1.2641  -3.4044  0.3801

## Properties
**Maximum force**: 3.9 eV/Å
**Frontier orbital gap**: 0.296 Eh
**Relative energy (zero: lowest compared OMol25 entry of this formula, charge and spin)**: 0.328 eV
**Energy**: -617.3802 Ha
**HOMO energy**: -0.291 Ha

Entry 2:
Entry from the Open Molecules 2025 dataset: a molecular structure, C8H12BO5RbS at a distorted geometry (ωB97M-V/def2-TZVPD).

CARTESIAN COORDINATES (ANGSTROEM)
Rb  -2.5355  2.0715  23.7034
B  -1.0046  2.0440  21.9222
H  -0.8033  2.6097  22.8187
H  -1.0057  2.7066  21.0707
H  -0.3236  1.2313  21.7223
H  -2.0169  1.7085  22.0861
C  -4.3763  6.8488  23.6355
C  -4.8809  5.6305  23.8994
C  -4.0667  4.3744  23.6109
O  -4.4940  3.1778  23.9690
C  -2.8986  4.4640  22.9588
C  -2.2974  5.7714  22.6549
C  -2.9888  7.0725  23.1235
O  -2.4326  8.1807  23.0477
O  -1.1058  5.7669  22.1712
O  -5.8644  5.6082  24.6660
H  -4.9617  7.7254  23.8705
H  -2.3445  3.5726  22.7045
C  -3.6929  0.5441  20.1619
S  -3.8285  -0.3764  21.7785
O  -3.1693  0.4797  22.8748
C  -5.7228  0.0178  21.9816
H  -4.3936  0.4244  19.3356
H  -2.7739  0.2627  19.6479
H  -3.5722  1.6211  20.2785
H  -6.2011  -0.2045  22.9355
H  -6.2707  -0.5351  21.2186
H  -5.8803  1.0610  21.7077

## Properties
**Maximum force**: 16.5 eV/Å
**Frontier orbital gap**: 0.137 Eh
**Relative energy (zero: lowest compared OMol25 entry of this formula, charge and spin)**: 9.985 eV
**Energy**: -1134.9146 Ha
**Charge**: -2
**HOMO energy**: 0.001 Ha

Entry 3:
Entry from the Open Molecules 2025 dataset: a molecular structure, C8H12ClFNO2 at a distorted geometry (ωB97M-V/def2-TZVPD).

CARTESIAN COORDINATES (ANGSTROEM)
C  -0.4127  1.3253  -1.5677
C  -1.6209  1.4220  -0.7347
C  0.6831  0.6637  -1.4321
C  -1.7789  0.5427  0.1899
C  0.9277  0.0482  -0.1353
C  -0.2562  -0.7627  0.3189
C  2.1625  1.9359  0.5015
C  -0.6160  -1.7392  -1.7063
N  -0.0683  -1.1945  1.7638
O  1.1575  0.9254  0.8996
O  -0.6769  -1.8785  -0.3605
F  -2.4962  0.1773  1.2281
Cl  2.4098  -1.1627  -0.2954
H  -0.5671  1.8567  -2.4518
H  -2.3739  2.1602  -0.9686
H  1.4382  0.6132  -2.1791
H  2.7950  2.0600  1.4788
H  1.7372  2.7636  -0.1170
H  3.0201  1.4576  -0.0742
H  -1.2511  -1.0679  -2.0822
H  -0.8492  -2.7063  -2.1981
H  0.2996  -1.3515  -2.1371
H  -0.3997  -0.3936  2.4216
H  0.8890  -1.3378  1.9538
H  -0.4484  -2.0874  1.8851

## Properties
**Maximum force**: 7.0 eV/Å
**Frontier orbital gap**: 0.369 Eh
**Relative energy (zero: lowest compared OMol25 entry of this formula, charge and spin)**: 1.822 eV
**Energy**: -1076.9035 Ha
**Charge**: +1
**HOMO energy**: -0.490 Ha

Entry 4:
Entry from the Open Molecules 2025 dataset: a molecular structure, C8H12ClN2NiO at a distorted geometry (ωB97M-V/def2-TZVPD).

CARTESIAN COORDINATES (ANGSTROEM)
Ni  -2.5615  4.2424  -2.6249
Cl  -1.9642  2.0958  -2.1775
C  2.1656  0.3886  0.6035
C  2.3769  0.1840  -0.8565
O  3.4215  -0.2297  -1.3466
N  1.3495  0.5367  -1.7091
C  1.3916  0.3576  -3.1282
H  1.2606  0.9134  0.8994
H  2.9827  1.0249  0.9579
H  2.2491  -0.5483  1.1520
H  0.4301  0.8622  -1.3714
H  2.1606  -0.3586  -3.4073
H  1.6965  1.3207  -3.5671
H  0.4060  0.0698  -3.4874
N  -2.3592  -2.3014  1.3045
C  -1.6266  -2.3130  2.4140
C  -0.9949  -1.2006  2.9465
C  -1.1132  0.0173  2.2810
C  -1.8706  0.0418  1.1280
C  -2.3916  -1.1582  0.6341
H  -1.5096  -3.2802  2.8918
H  -0.3148  -1.2900  3.7830
H  -0.4625  0.8350  2.5673
H  -1.8491  0.8895  0.4517
H  -2.8727  -1.0996  -0.3386

## Properties
**Spin multiplicity**: 3
**Maximum force**: 6.7 eV/Å
**Frontier orbital gap (spin up / spin down)**: 0.291 / 0.122 Eh
**Relative energy (zero: lowest compared OMol25 entry of this formula, charge and spin)**: 0.564 eV
**Energy**: -2464.9133 Ha
**Charge**: +1
**HOMO energy (spin up / spin down)**: -0.444 / -0.444 Ha

Entry 5:
Entry from the Open Molecules 2025 dataset: a single C8H12ClNO2Si molecule at a distorted geometry (ωB97M-V/def2-TZVPD).

CARTESIAN COORDINATES (ANGSTROEM)
C  -1.9790  -1.4247  -1.3738
C  -1.7973  -0.1452  -0.8550
C  -0.6537  0.1321  -0.3207
C  0.9147  1.8654  -0.1715
C  -3.0516  0.7276  -0.8299
C  1.0803  3.2484  0.1544
C  0.1336  -2.6225  0.8903
C  2.5559  -0.9951  1.2531
N  -2.2337  -2.4152  -1.8831
O  1.7302  1.1055  -0.6690
O  -0.3762  1.4327  -0.0193
Si  1.1759  -1.2877  -0.0081
Cl  1.5852  -1.7351  -1.9022
H  -3.9259  0.3773  -0.2064
H  -2.8190  1.6854  -0.4244
H  -3.4419  0.7182  -1.9400
H  2.0177  3.7232  -0.0803
H  0.2150  3.7954  -0.2515
H  0.7778  3.1523  1.1958
H  -0.6642  -2.8052  0.1769
H  0.6637  -3.5480  0.9986
H  -0.3489  -2.3619  1.7730
H  2.8291  -1.8472  1.8389
H  3.4571  -0.6117  0.8055
H  2.1553  -0.1639  1.8487

## Properties
**Maximum force**: 5.6 eV/Å
**Frontier orbital gap**: 0.357 Eh
**Relative energy (zero: lowest compared OMol25 entry of this formula, charge and spin)**: 0.000 eV
**Energy**: -1266.9472 Ha
**HOMO energy**: -0.341 Ha

Entry 6:
Entry from the Open Molecules 2025 dataset: a molecular structure, C8H12CrO8 at a distorted geometry (ωB97M-V/def2-TZVPD).

CARTESIAN COORDINATES (ANGSTROEM)
Cr  -11.7258  -13.7956  -2.0243
C  -12.2161  -10.1686  0.0257
C  -12.0652  -11.5307  -0.6348
O  -12.1014  -11.5692  -1.8974
O  -11.8575  -12.5444  0.0648
H  -11.1895  -9.8014  0.1388
H  -12.6103  -10.2606  1.0393
H  -12.8100  -9.4819  -0.5696
C  -15.6460  -13.5728  -3.6953
C  -14.2376  -13.7591  -4.2739
O  -14.1465  -13.8654  -5.4983
O  -13.3149  -13.8011  -3.4153
H  -16.0062  -14.4991  -3.2336
H  -16.3636  -13.3185  -4.4804
H  -15.6844  -12.8153  -2.9095
C  -7.7721  -13.9452  -3.0159
C  -9.2323  -13.8720  -2.6532
O  -9.5867  -13.8172  -1.4346
O  -10.0997  -13.8252  -3.5570
H  -7.4292  -14.9809  -3.0348
H  -7.1876  -13.4213  -2.2556
H  -7.6022  -13.4871  -3.9878
C  -13.0913  -17.7224  -0.9869
C  -12.5288  -16.3902  -1.4315
O  -12.8698  -15.3666  -0.7759
O  -11.6628  -16.3688  -2.3381
H  -12.4191  -18.5261  -1.2823
H  -14.0735  -17.9235  -1.4256
H  -13.2266  -17.7019  0.0954

## Properties
**Spin multiplicity**: 5
**Maximum force**: 1.4 eV/Å
**Frontier orbital gap (spin up / spin down)**: 0.209 / 0.287 Eh
**Relative energy (zero: lowest compared OMol25 entry of this formula, charge and spin)**: 0.283 eV
**Energy**: -1958.6188 Ha
**Charge**: -2
**HOMO energy (spin up / spin down)**: -0.006 / -0.084 Ha

Entry 7:
Entry from the Open Molecules 2025 dataset: a molecular structure, C8H12EuN2 at a distorted geometry (ωB97M-V/def2-TZVPD).

CARTESIAN COORDINATES (ANGSTROEM)
C  2.1789  -1.0837  0.6099
C  1.6813  -0.0692  -0.4393
C  1.1400  1.2537  0.1246
C  -0.3403  1.5230  -0.1153
C  -1.3451  0.6946  0.7136
C  -0.7474  -0.0232  1.8046
N  -0.2775  -0.5727  2.7241
C  -2.2461  -0.3094  -0.0724
C  -1.6458  -0.8354  -1.2631
N  -1.1693  -1.1348  -2.2757
H  3.2314  -1.2516  0.4883
H  2.0440  -0.7166  1.6092
H  1.6703  -2.0272  0.4997
H  2.5448  0.1765  -1.0304
H  0.9913  -0.5355  -1.1278
H  1.3993  1.3728  1.1633
H  1.6408  2.0507  -0.3977
H  -0.5450  1.4797  -1.1755
H  -0.5001  2.5489  0.1667
H  -2.0349  1.3788  1.1727
H  -3.1983  0.1274  -0.3169
H  -2.4488  -1.1551  0.5691
Eu  -2.0235  -2.8917  -3.4320

## Properties
**Spin multiplicity**: 8
**Maximum force**: 3.8 eV/Å
**Frontier orbital gap (spin up / spin down)**: 0.243 / 0.251 Eh
**Energy**: -1131.1794 Ha
**Charge**: +2
**HOMO energy (spin up / spin down)**: -0.604 / -0.604 Ha

Entry 8:
Entry from the Open Molecules 2025 dataset: 3 unconnected molecules or ions with the total composition C8H12IO4 at a distorted geometry (ωB97M-V/def2-TZVPD).

CARTESIAN COORDINATES (ANGSTROEM)
I  -9.6847  -3.2841  -3.1923
O  -10.7751  -10.7540  -5.1862
C  -10.4355  -10.2078  -4.1143
O  -11.3201  -9.8928  -3.0560
C  -10.6125  -9.1556  -2.0681
C  -9.0932  -9.4146  -2.4246
C  -9.0076  -9.6530  -3.8682
H  -10.9740  -9.5401  -1.1144
H  -10.8325  -8.0950  -2.1901
H  -8.9007  -10.3940  -1.9869
H  -8.4051  -8.6421  -2.0812
H  -8.1805  -10.3528  -3.9877
H  -8.8494  -8.7152  -4.4009
O  -16.2699  -4.3988  -1.2771
C  -15.5330  -3.5738  -0.7800
O  -15.5620  -2.2558  -1.0984
C  -14.4929  -1.4994  -0.4206
C  -14.2277  -2.4634  0.8107
C  -14.6276  -3.8812  0.3823
H  -14.8802  -0.5220  -0.1329
H  -13.6054  -1.3958  -1.0448
H  -14.9517  -2.1180  1.5487
H  -13.2282  -2.3592  1.2328
H  -15.0320  -4.5323  1.1573
H  -13.7297  -4.3098  -0.0630

## Properties
**Maximum force**: 4.3 eV/Å
**Frontier orbital gap**: 0.237 Eh
**Energy**: -910.7715 Ha
**Charge**: -1
**HOMO energy**: -0.133 Ha

Entry 9:
Entry from the Open Molecules 2025 dataset: a molecular structure, C8H12IO6Ti at a distorted geometry (ωB97M-V/def2-TZVPD).

CARTESIAN COORDINATES (ANGSTROEM)
Ti  13.0774  18.0135  3.6100
I  10.0101  15.8402  2.5727
C  9.3278  25.5994  1.1056
C  9.1291  24.3879  2.0010
C  8.7251  23.1634  1.1887
O  9.7953  22.2703  1.4957
C  10.7420  22.8014  2.1722
O  11.6639  22.1584  2.6910
O  10.4173  24.1146  2.4679
H  8.4024  26.1164  0.8516
H  9.6747  25.3118  0.1131
H  10.0078  26.3450  1.5176
H  8.4625  24.5510  2.8478
H  8.5169  23.0980  0.1208
H  7.9682  22.6853  1.8104
C  12.0171  13.5778  -1.9811
C  13.3771  14.3703  -1.8493
C  13.4159  15.8557  -2.0463
O  14.1212  16.3436  -0.9686
C  14.3665  15.3228  -0.0859
O  14.7412  15.3969  1.0279
O  13.9600  14.2465  -0.5999
H  11.1933  14.0576  -1.4527
H  12.0865  12.5653  -1.5833
H  11.8074  13.3813  -3.0325
H  14.0695  14.0443  -2.6255
H  12.4195  16.2975  -2.0586
H  13.7230  16.1567  -3.0479

## Properties
**Spin multiplicity**: 4
**Maximum force**: 4.7 eV/Å
**Frontier orbital gap (spin up / spin down)**: 0.218 / 0.210 Eh
**Relative energy (zero: lowest compared OMol25 entry of this formula, charge and spin)**: 4.312 eV
**Energy**: -1910.4587 Ha
**HOMO energy (spin up / spin down)**: -0.268 / -0.267 Ha